{"formula": "CH6P2S", "method": "ωB97M-V/def2-TZVPD", "symbols": ["C", "P", "P", "S", "H", "H", "H", "H", "H", "H"], "positions_angstrom": [[0.279424, -0.687178, 2.637552], [-1.639369, 1.266406, -3.425388], [0.199162, -2.344728, 3.045770], [-0.013090, 0.861748, -1.942173], [-2.813656, 1.375667, -2.456675], [-0.040748, -0.290240, 1.679134], [0.870832, -0.191920, 3.382832], [-1.473609, -0.144000, -3.511355], [-0.647429, -2.771419, 1.911507], [0.472908, 2.081613, -2.073647]], "forces_ev_per_angstrom": [[0.0, 3.0, -0.8], [0.3, -0.5, 2.0], [-0.9, -4.7, -0.3], [-1.0, 0.5, -0.6], [1.3, -0.5, -1.1], [0.5, 0.4, 0.3], [0.0, 1.1, -0.2], [-1.1, 0.1, -0.4], [0.4, 0.2, 1.0], [0.4, 0.5, 0.2]], "mulliken_spin": [0.84, 0.00, 1.08, 0.00, 0.00, 0.05, 0.03, 0.00, 0.00, 0.00], "spin_multiplicity": 3, "relative_energy_kcal_mol": 28.5}

{"formula": "CH6S", "method": "ωB97M-V/def2-TZVPD", "symbols": ["S", "H", "H", "C", "H", "H", "H", "H"], "positions_angstrom": [[-0.556548, 1.643503, 1.296649], [-1.362754, 0.852240, 2.032538], [-1.360787, 1.571893, 0.219981], [0.666292, -0.801431, -0.697460], [-0.201108, -1.259736, -1.186883], [1.582353, -1.180048, -1.165370], [0.597367, -1.100276, 0.344869], [0.635186, 0.273855, -0.844325]], "forces_ev_per_angstrom": [[0.3, 0.4, 0.3], [-0.2, -0.2, 0.2], [-0.3, 0.0, -0.3], [0.0, -0.5, -0.6], [0.2, 0.2, -0.1], [-0.1, -0.2, 0.1], [0.2, 0.4, 0.1], [-0.1, -0.1, 0.3]], "mulliken_spin": [1.21, -0.27, -0.25, 0.91, -0.22, -0.04, -0.22, -0.11], "charge": -1, "spin_multiplicity": 2, "relative_energy_kcal_mol": 1.1}

{"formula": "CH6S3", "method": "ωB97M-V/def2-TZVPD", "symbols": ["S", "H", "H", "C", "S", "S", "H", "H", "H", "H"], "positions_angstrom": [[1.278247, -1.815866, -2.055414], [2.579466, -1.660700, -2.282788], [0.913245, -1.428993, -3.276773], [0.248183, 1.943656, 1.966928], [-0.324600, 0.272720, 1.525778], [-1.288872, 0.552341, -0.226921], [0.336909, 1.966769, 3.052099], [-0.472587, 2.658352, 1.579296], [1.227154, 2.129423, 1.531781], [-0.277184, 0.690696, -1.112920]], "forces_ev_per_angstrom": [[-0.3, -0.1, 0.4], [0.2, 0.1, -0.2], [0.1, 0.0, -0.2], [0.0, -0.4, -0.2], [0.4, 0.0, 0.2], [-0.4, 0.3, -0.5], [-0.1, 0.2, 0.0], [0.0, 0.1, 0.3], [0.0, 0.0, -0.1], [0.1, -0.2, 0.2]], "nbo_charge": [-0.28, 0.14, 0.14, -0.74, 0.09, -0.14, 0.23, 0.23, 0.21, 0.12], "smiles": "CSS.S", "spin_multiplicity": 1, "relative_energy_kcal_mol": 1.4}

{"formula": "CH6SSi", "method": "ωB97M-V/def2-TZVPD", "symbols": ["C", "Si", "S", "H", "H", "H", "H", "H", "H"], "positions_angstrom": [[-1.556519, -0.787116, -0.568182], [-1.289891, 0.693896, 0.368174], [3.773262, -0.360997, -0.059827], [-2.166251, -1.579288, -0.308390], [-0.988412, -0.740243, -1.569619], [4.361018, -1.018512, -1.096819], [-0.528859, 1.862530, 0.200292], [-1.998542, 0.713894, 1.559339], [2.702797, 0.284235, -0.525441]], "forces_ev_per_angstrom": [[3.2, 4.4, -1.5], [-1.0, -3.5, -1.6], [0.8, -0.3, 1.0], [-1.1, -1.4, 0.4], [-1.2, -0.7, 1.5], [-0.9, 0.6, -0.1], [1.0, 1.0, -0.7], [-0.9, 0.3, 1.8], [0.1, -0.3, -0.9]], "nbo_charge": [-1.04, 0.95, -0.31, 0.22, 0.23, 0.16, -0.16, -0.20, 0.15], "smiles": "C=[SiH2].S", "spin_multiplicity": 1, "relative_energy_kcal_mol": 75.0}

One value per record, in order, for energy: -30541.8675, -11968.0357, -33639.8331, -19844.0978 eV.
One value per record, in order, for maximum force: 4.8, 0.8, 0.6, 5.7 eV/Å.